one) A single C9H11NS molecule. Source: OMol25; level of theory: the ωB97M-V functional and the def2-TZVPD basis.

Structure (XYZ):
```
22
Properties=species:S:1:pos:R:3:lowdin_charge:R:1
C 0.86 -1.82 -0.79 -0.08
C -0.25 -1.71 -0.02 -0.20
C 2.09 -1.14 -0.42 -0.01
C -0.30 -0.90 1.20 -0.17
C 3.90 0.34 0.15 -0.08
C -0.90 0.51 0.92 -0.24
C -1.55 0.83 -0.43 -0.28
C -0.31 1.46 0.06 -0.78
C -2.89 1.41 -0.73 -0.07
N 2.83 -0.26 -0.13 -0.06
S 0.94 2.36 -0.19 0.78
H 1.11 -2.40 -1.69 0.11
H -1.13 -2.29 -0.31 0.11
H -1.08 -1.52 1.74 0.12
H 0.63 -1.11 1.85 0.15
H 3.88 0.89 1.06 0.05
H 4.76 0.08 -0.51 0.09
H -1.42 0.64 1.83 0.13
H -1.46 0.01 -1.27 0.17
H -3.59 0.56 -0.85 0.09
H -2.78 2.14 -1.55 0.09
H -3.34 1.92 0.07 0.05
```

The net charge is 0.

---

two) 2 unconnected molecules or ions with the total composition C9H11NS. Source: OMol25; level of theory: the ωB97M-V functional and the def2-TZVPD basis.

Structure (XYZ):
```
22
Properties=species:S:1:pos:R:3:lowdin_charge:R:1
C 1.44 -1.22 -0.13 -0.24
C -3.93 -0.81 -1.12 0.00
C 1.02 1.95 1.16 0.01
C -3.21 -0.44 -0.01 -0.19
C -2.04 0.42 -0.11 -0.10
C -1.05 0.34 0.92 -0.13
C 0.00 1.20 0.88 -0.09
C 3.59 -0.58 0.13 -0.39
C 1.37 -0.01 -0.90 -0.48
N 2.53 -1.39 0.52 -0.02
S 2.84 0.79 -1.03 0.93
H 0.62 -1.92 0.00 0.12
H -4.71 -1.47 -1.05 0.01
H -3.76 -0.48 -2.11 0.04
H 1.92 1.78 0.57 -0.04
H 0.91 2.87 1.59 0.03
H -3.64 -0.89 0.99 0.14
H -1.94 1.05 -0.93 0.09
H -1.18 -0.50 1.63 0.13
H 4.06 0.07 0.96 0.10
H 4.39 -1.11 -0.37 0.07
H 0.76 0.33 -1.61 0.01
```

The net charge is 0.

---

Which structure is the most stable? The one labeled two).

---

one) A single C8H7N3 molecule. Source: OMol25; level of theory: the ωB97M-V functional and the def2-TZVPD basis.

Structure (XYZ):
```
18
Properties=species:S:1:pos:R:3:lowdin_charge:R:1
C -0.12 2.70 0.97 -0.04
C 0.65 2.38 -0.23 -0.10
C 0.61 1.10 -0.62 -0.04
C -0.29 0.11 0.02 -0.14
N -0.17 -1.27 -0.35 -0.07
C 0.68 -1.91 -1.22 -0.08
C 0.20 -3.16 -1.35 -0.13
N -1.00 -3.26 -0.64 0.00
N -1.21 -2.17 -0.03 0.03
C -0.86 0.39 1.27 -0.07
C -0.77 1.63 1.72 -0.11
H 0.00 3.65 1.58 0.11
H 1.34 3.17 -0.61 0.12
H 1.35 0.62 -1.23 0.09
H 1.56 -1.47 -1.69 0.12
H 0.55 -3.95 -1.96 0.08
H -1.27 -0.55 1.89 0.16
H -1.27 2.01 2.51 0.06
```

As for the SMILES: c1ccc(-n2ccnn2)cc1. The net charge is 0.

---

two) A single C8H7N3 molecule. Source: OMol25; level of theory: the ωB97M-V functional and the def2-TZVPD basis.

Structure (XYZ):
```
18
Properties=species:S:1:pos:R:3:lowdin_charge:R:1
C 3.13 -0.20 -0.01 -0.08
C 2.47 0.99 -0.42 -0.05
C 1.09 0.94 -0.38 -0.07
C 0.36 -0.20 -0.04 -0.16
C -1.19 -0.33 -0.01 -0.34
N -1.86 -0.95 -0.89 0.14
C -3.15 -0.58 -0.60 -0.17
C -3.18 0.27 0.43 -0.11
N -1.87 0.51 0.76 0.15
N 1.05 -1.36 0.27 0.12
C 2.47 -1.32 0.36 -0.06
H 4.05 -0.02 0.00 0.02
H 3.16 1.99 -0.64 0.17
H 0.45 1.61 -0.86 0.09
H -3.98 -1.01 -1.00 0.07
H -4.21 0.83 1.00 0.19
H -1.52 1.01 1.35 0.03
H 2.73 -2.19 0.70 0.04
```

As for the SMILES: c1ccc(-c2ncc[nH]2)nc1. The net charge is 0.

---

Which structure is the most stable? The one labeled one).